Entry 1:
Molecular formula: C6H10
Method: DFT, the ωB97M-V functional and the def2-TZVPD basis

Computed properties:
- structure (SMILES) = C=C/C=C/CC
- calculated total energy (eV) = -6381.5831
- largest force on an atom (Eh/bohr) = 0.1054
- HOMO-LUMO gap (Eh) = 0.3808
- energy above the lowest of the compared OMol25 structures with the same formula, charge and spin (kJ/mol) = 219.64
- molecular weight (g/mol) = 82.15

Geometry as XYZ:
```
16
Properties=species:S:1:pos:R:3:forces:R:3:lowdin_charge:R:1
C 2.113524 -0.742070 1.046397 4.6 2.0 -2.1 -0.175
C 0.721912 -0.788654 1.472430 -2.8 -2.3 -2.1 -0.263
C -0.109700 -0.694083 0.133973 -0.4 0.8 1.3 -0.091
C -1.126294 0.163271 -0.042614 2.3 1.2 1.4 -0.149
C -1.820671 0.511352 -1.263792 1.1 1.4 -0.6 -0.207
C -1.643014 1.596099 -2.031445 1.5 -0.4 1.7 0.017
H 2.538346 -1.279345 0.129008 -1.5 -0.5 1.3 0.095
H 2.946532 -0.822563 1.762761 -0.7 -0.3 0.3 0.067
H 2.368770 0.266355 0.573062 -0.7 -0.5 0.9 0.094
H 0.380368 -0.057197 2.154008 0.1 1.3 0.5 0.086
H 0.388166 -1.722513 1.979025 0.7 0.1 -0.4 0.113
H 0.251864 -1.291802 -0.704436 -0.1 0.0 0.2 0.108
H -1.383470 0.915418 0.755379 0.3 -1.1 -0.3 0.129
H -2.526764 -0.217215 -1.386526 -2.7 -1.2 -1.1 0.067
H -0.712003 2.204529 -1.894233 -1.2 -0.3 0.1 0.077
H -2.387572 1.958421 -2.682995 -0.5 0.0 -1.1 0.031
```
Positions in Å, forces in eV/Å.

Entry 2:
Molecular formula: C6H10
Method: DFT, the ωB97M-V functional and the def2-TZVPD basis

Computed properties:
- calculated total energy (eV) = -6379.0643
- largest force on an atom (Eh/bohr) = 0.0615
- HOMO-LUMO gap (Eh) = 0.3438
- energy above the lowest of the compared OMol25 structures with the same formula, charge and spin (kJ/mol) = 462.67
- molecular weight (g/mol) = 82.15

Geometry as XYZ:
```
16
Properties=species:S:1:pos:R:3:forces:R:3:lowdin_charge:R:1
C -0.221050 0.070527 -1.386421 -2.5 -0.6 -0.5 -0.155
C -0.773774 0.002404 -0.009878 1.5 1.4 2.4 -0.296
C -0.816410 -1.435426 0.516165 0.2 0.2 0.3 -0.084
C 0.318434 1.134303 1.340038 -1.2 -1.0 -1.0 -0.080
C 1.450230 0.993812 0.524095 0.4 -0.2 -0.6 -0.238
C 2.005685 0.687698 -0.518715 1.3 0.6 1.1 0.047
H -1.289566 -0.335830 -1.506039 0.5 0.1 -1.9 0.115
H 0.410741 -0.721795 -1.802447 0.0 0.4 0.6 0.084
H -0.177002 1.024894 -1.913581 0.1 -0.2 0.3 0.092
H -1.659198 0.616588 0.108895 -0.2 -0.3 0.0 0.106
H -0.466029 -1.401148 1.543747 -0.1 -0.3 0.1 0.063
H -1.799392 -1.927269 0.507870 0.1 0.4 -0.1 0.079
H -0.123574 -2.080858 -0.041378 -0.1 0.3 0.1 0.082
H -0.030062 2.176238 1.464229 -0.1 -0.6 -0.2 0.082
H 0.296722 0.594074 2.292792 0.1 0.0 -0.3 0.070
H 2.874240 0.601795 -1.119378 0.1 -0.1 -0.4 0.030
```
Positions in Å, forces in eV/Å.

Entry 3:
Molecular formula: C6H10
Method: DFT, the ωB97M-V functional and the def2-TZVPD basis

Computed properties:
- structure (SMILES) = C1CC2(C1)CC2
- calculated total energy (eV) = -6382.4510
- largest force on an atom (Eh/bohr) = 0.0048
- HOMO-LUMO gap (Eh) = 0.4070
- energy above the lowest of the compared OMol25 structures with the same formula, charge and spin (kJ/mol) = 135.90
- molecular weight (g/mol) = 82.15

Geometry as XYZ:
```
16
Properties=species:S:1:pos:R:3:forces:R:3:lowdin_charge:R:1
C 0.770443 -0.771465 1.241391 -0.1 -0.2 0.1 -0.094
C 1.567448 0.458919 0.888893 0.2 0.2 -0.1 -0.086
C 0.318888 0.143546 0.137446 0.1 0.0 0.0 -0.450
C -0.990038 0.925873 0.036693 -0.1 0.1 0.2 -0.123
C -1.465659 -0.182186 -0.926573 -0.2 -0.1 -0.1 -0.165
C 0.026318 -0.452652 -1.243850 0.1 -0.1 -0.1 -0.120
H 0.286314 -0.819573 2.213067 -0.1 0.1 -0.2 0.099
H 1.172093 -1.725744 0.902374 -0.1 0.2 0.1 0.100
H 2.550593 0.355763 0.439473 -0.2 0.0 0.0 0.098
H 1.479202 1.277140 1.601074 0.1 -0.1 -0.2 0.102
H -0.813738 1.851564 -0.529750 0.0 -0.1 0.2 0.112
H -1.568881 1.164346 0.933986 0.1 -0.2 -0.1 0.107
H -2.142105 0.076260 -1.746339 0.1 0.0 0.1 0.098
H -1.888641 -1.011840 -0.350898 0.0 0.1 -0.2 0.108
H 0.370811 0.186186 -2.065915 0.0 -0.1 0.1 0.109
H 0.342849 -1.484558 -1.425430 -0.1 0.2 0.0 0.105
```
Positions in Å, forces in eV/Å.

Entry 4:
Molecular formula: C6H10
Method: DFT, the ωB97M-V functional and the def2-TZVPD basis

Computed properties:
- structure (SMILES) = C[C@H]1C[C@H]2C[C@H]21
- calculated total energy (eV) = -6381.8901
- largest force on an atom (Eh/bohr) = 0.0193
- HOMO-LUMO gap (Eh) = 0.3870
- energy above the lowest of the compared OMol25 structures with the same formula, charge and spin (kJ/mol) = 190.02
- molecular weight (g/mol) = 82.15

Geometry as XYZ:
```
16
Properties=species:S:1:pos:R:3:forces:R:3:lowdin_charge:R:1
C 0.050863 -1.092781 1.400579 0.0 0.0 0.0 -0.076
C 0.781169 -0.520195 0.182145 0.1 0.0 0.0 -0.315
C 0.110881 -0.755141 -1.188031 -0.1 0.1 -0.1 -0.126
C -0.452804 0.680977 -1.187440 -0.5 0.4 0.1 -0.197
C -0.891457 1.346583 0.120926 -0.3 -0.3 -0.3 -0.092
C 0.535948 0.978169 -0.063322 0.3 0.2 0.2 -0.215
H 0.404324 -2.097394 1.656079 0.0 0.1 -0.1 0.073
H 0.203247 -0.442577 2.270015 0.0 -0.2 -0.1 0.083
H -1.030076 -1.166193 1.234517 0.2 0.0 0.0 0.073
H 1.839007 -0.796134 0.231926 -0.1 0.1 -0.1 0.129
H 0.870811 -0.565994 -1.960438 0.0 -1.0 0.1 0.112
H -0.454794 -1.683529 -1.382949 0.0 0.5 0.1 0.107
H -0.681153 1.115227 -2.156641 0.4 0.5 0.3 0.119
H -1.588996 0.842113 0.778294 0.3 0.0 0.3 0.085
H -1.020660 2.436564 0.143666 -0.2 -0.5 -0.6 0.108
H 1.323691 1.720307 -0.079327 -0.1 0.1 0.2 0.131
```
Positions in Å, forces in eV/Å.

Entry 5:
Molecular formula: C6H10
Method: DFT, the ωB97M-V functional and the def2-TZVPD basis

Computed properties:
- calculated total energy (eV) = -6379.0793
- largest force on an atom (Eh/bohr) = 0.0296
- HOMO-LUMO gap (Eh) = 0.3215
- energy above the lowest of the compared OMol25 structures with the same formula, charge and spin (kJ/mol) = 461.22
- molecular weight (g/mol) = 82.15

Geometry as XYZ:
```
16
Properties=species:S:1:pos:R:3:forces:R:3:lowdin_charge:R:1
C 1.552092 -0.238991 0.915338 0.0 0.1 0.0 -0.071
C 0.595423 -0.945840 -0.019392 0.0 0.0 0.0 -0.276
C -0.888003 -0.695113 -0.067289 -0.1 -0.3 0.1 -0.260
C -1.404810 0.651525 0.392110 0.4 -0.4 0.1 -0.044
C -0.224782 1.168383 -1.269476 -0.7 0.1 1.3 0.041
C -0.021581 -0.323071 -1.248244 -0.3 -0.1 -0.1 -0.285
H 1.515048 -0.677565 1.919824 0.0 0.0 -0.2 0.078
H 1.322237 0.827064 1.013224 0.0 -0.2 0.0 0.061
H 2.583137 -0.318986 0.549682 -0.2 0.0 0.1 0.078
H 0.827918 -2.003623 -0.156282 -0.1 0.2 0.0 0.133
H -1.560571 -1.547991 -0.076323 0.1 0.1 0.1 0.128
H -2.506218 0.722582 0.349196 0.5 0.2 -0.3 0.103
H -1.060572 1.027245 1.361836 0.1 0.0 -0.3 0.092
H 0.582474 1.728693 -0.781022 -0.1 0.1 -0.2 0.045
H -1.271980 1.490004 -0.689876 0.2 0.0 -0.7 0.054
H -0.039805 -0.864313 -2.193308 0.1 0.1 0.2 0.123
```
Positions in Å, forces in eV/Å.

Entry 6:
Molecular formula: C6H10
Method: DFT, the ωB97M-V functional and the def2-TZVPD basis

Computed properties:
- calculated total energy (eV) = -6379.3356
- largest force on an atom (Eh/bohr) = 0.0169
- HOMO-LUMO gap (Eh) = 0.3296
- energy above the lowest of the compared OMol25 structures with the same formula, charge and spin (kJ/mol) = 436.49
- molecular weight (g/mol) = 82.15

Geometry as XYZ:
```
16
Properties=species:S:1:pos:R:3:forces:R:3:lowdin_charge:R:1
C 1.619678 -0.240104 0.702723 -0.1 0.0 0.0 -0.063
C 0.604838 -0.971054 -0.142228 0.1 -0.1 0.0 -0.308
C -0.821785 -0.989918 0.275507 -0.2 0.0 0.8 -0.111
C -1.460309 1.349733 -0.021173 0.0 0.2 -0.3 0.106
C -0.411179 1.313497 -1.053257 0.1 0.1 0.2 -0.289
C -0.382682 -0.216518 -0.984803 0.1 0.0 -0.1 -0.256
H 1.996609 -0.894070 1.490840 0.0 0.0 0.0 0.078
H 1.174143 0.634648 1.182690 0.0 -0.1 0.0 0.080
H 2.470371 0.093845 0.104245 0.0 0.0 0.0 0.079
H 0.961984 -1.880194 -0.615320 0.0 0.1 0.0 0.136
H -1.438830 -1.865597 0.115331 0.1 0.1 0.0 0.107
H -2.409111 1.149167 -0.549947 0.0 -0.1 0.0 0.026
H -1.050101 -0.402322 1.168947 0.0 -0.5 -0.3 0.087
H 0.532060 1.773036 -0.764192 0.1 0.0 0.0 0.089
H -0.664755 1.587857 -2.070481 -0.1 0.2 -0.2 0.100
H -0.687366 -0.693561 -1.906667 -0.1 0.0 0.1 0.137
```
Positions in Å, forces in eV/Å.

Entry 7:
Molecular formula: C6H10
Method: DFT, the ωB97M-V functional and the def2-TZVPD basis

Computed properties:
- structure (SMILES) = C1CC2(C1)CC2
- calculated total energy (eV) = -6382.4106
- largest force on an atom (Eh/bohr) = 0.0047
- HOMO-LUMO gap (Eh) = 0.4068
- energy above the lowest of the compared OMol25 structures with the same formula, charge and spin (kJ/mol) = 139.80
- molecular weight (g/mol) = 82.15

Geometry as XYZ:
```
16
Properties=species:S:1:pos:R:3:forces:R:3:lowdin_charge:R:1
C -1.352398 0.388617 0.782613 0.0 0.0 0.2 -0.097
C -1.765550 -0.101100 -0.583465 -0.1 0.0 -0.2 -0.083
C -0.321095 -0.038547 -0.225826 -0.1 0.0 0.0 -0.455
C 0.693616 -1.161253 -0.038311 -0.1 -0.2 0.1 -0.124
C 1.674988 -0.045596 0.378162 0.2 0.0 0.1 -0.164
C 0.843559 0.913964 -0.512008 0.0 0.2 -0.1 -0.118
H -1.602462 -0.207402 1.656660 0.1 -0.1 -0.2 0.101
H -1.410679 1.463081 0.953298 0.0 -0.2 0.0 0.101
H -2.214655 0.590447 -1.289055 0.1 0.0 0.1 0.098
H -2.184692 -1.104780 -0.599943 0.0 0.2 -0.1 0.102
H 0.990131 -1.560240 -1.019440 -0.1 0.0 0.2 0.112
H 0.474050 -1.996245 0.633629 0.0 0.2 0.0 0.108
H 2.744625 -0.167040 0.189245 -0.2 0.0 -0.1 0.098
H 1.508497 0.195357 1.432883 0.1 0.0 -0.1 0.108
H 1.191638 0.871924 -1.551891 -0.1 0.0 0.1 0.109
H 0.730429 1.958818 -0.206553 0.0 -0.2 0.0 0.104
```
Positions in Å, forces in eV/Å.

no.,HOMO (Eh)
1,-0.337
2,-0.304
3,-0.363
4,-0.343
5,-0.295
6,-0.300
7,-0.362